{
  "formula": "C19H23N3O5",
  "method": "ωB97M-V with the def2-TZVPD basis set",
  "max_force_ha_per_bohr": 0.0256,
  "total_charge": 0,
  "e_homo_ev": -7.74,
  "e_above_lowest_kcal_mol": 87.2,
  "smiles": "COc1ccc(NC(=O)CN2CCN(C(=O)c3ccco3)CC2)c(OC)c1",
  "homo_lumo_gap_ha": 0.30706,
  "symbols": ["C", "O", "C", "C", "C", "C", "N", "C", "O", "C", "N", "C", "C", "N", "C", "O", "C", "C", "C", "C", "O", "C", "C", "C", "O", "C", "C", "H", "H", "H", "H", "H", "H", "H", "H", "H", "H", "H", "H", "H", "H", "H", "H", "H", "H", "H", "H", "H", "H", "H"],
  "positions_angstrom": [[-7.586, -1.129, 0.510], [-6.340, -1.715, 0.222], [-5.253, -0.899, 0.110], [-5.267, 0.480, 0.251], [-4.091, 1.200, 0.109], [-2.896, 0.562, -0.171], [-1.681, 1.230, -0.331], [-1.357, 2.512, -0.058], [-2.116, 3.381, 0.313], [0.132, 2.780, -0.312], [0.905, 1.558, -0.230], [2.169, 1.586, -0.939], [2.743, 0.164, -0.978], [2.919, -0.331, 0.365], [4.080, -0.537, 1.034], [4.095, -0.739, 2.240], [5.364, -0.563, 0.307], [6.604, -0.535, 0.897], [7.547, -0.639, -0.146], [6.822, -0.732, -1.295], [5.507, -0.686, -1.036], [1.682, -0.299, 1.121], [1.119, 1.121, 1.141], [-2.878, -0.841, -0.309], [-1.651, -1.396, -0.574], [-1.572, -2.794, -0.713], [-4.050, -1.554, -0.171], [-8.296, -1.954, 0.555], [-7.573, -0.609, 1.473], [-7.893, -0.431, -0.276], [-6.178, 1.012, 0.471], [-4.093, 2.271, 0.222], [-0.898, 0.637, -0.592], [0.214, 3.188, -1.324], [0.468, 3.560, 0.389], [1.996, 1.931, -1.961], [2.899, 2.261, -0.459], [3.682, 0.159, -1.524], [2.029, -0.488, -1.494], [6.792, -0.451, 1.947], [8.614, -0.647, -0.055], [7.113, -0.833, -2.322], [1.897, -0.643, 2.133], [0.960, -0.969, 0.643], [0.166, 1.131, 1.672], [1.821, 1.786, 1.671], [-0.524, -3.014, -0.915], [-1.878, -3.305, 0.205], [-2.183, -3.149, -1.548], [-4.083, -2.626, -0.268]]
}

{
  "formula": "C19H23N3O6",
  "method": "ωB97M-V with the def2-TZVPD basis set",
  "max_force_ha_per_bohr": 0.0167,
  "total_charge": 0,
  "e_homo_ev": -8.83,
  "e_above_lowest_kcal_mol": 53.2,
  "smiles": "COc1cc(/C=C/C(=O)OCC(=O)NC(=O)NC(C)(C)C)ccc1OCC#N",
  "homo_lumo_gap_ha": 0.30791,
  "symbols": ["C", "O", "C", "C", "C", "C", "C", "C", "O", "O", "C", "C", "O", "N", "C", "O", "N", "C", "C", "C", "C", "C", "C", "C", "O", "C", "C", "N", "H", "H", "H", "H", "H", "H", "H", "H", "H", "H", "H", "H", "H", "H", "H", "H", "H", "H", "H", "H", "H", "H", "H"],
  "positions_angstrom": [[-5.803, -0.285, -2.796], [-6.232, -0.241, -1.457], [-5.332, -0.472, -0.475], [-4.015, -0.863, -0.663], [-3.166, -1.107, 0.423], [-1.810, -1.538, 0.146], [-0.924, -2.003, 1.038], [0.423, -2.452, 0.688], [1.207, -2.940, 1.463], [0.720, -2.270, -0.628], [1.996, -2.714, -1.043], [3.122, -1.708, -0.797], [4.281, -2.032, -0.953], [2.702, -0.477, -0.434], [3.467, 0.674, -0.066], [2.861, 1.668, 0.260], [4.785, 0.497, -0.138], [5.784, 1.505, 0.219], [5.607, 2.733, -0.677], [7.153, 0.868, -0.012], [5.614, 1.891, 1.690], [-3.655, -0.934, 1.717], [-4.959, -0.524, 1.917], [-5.801, -0.296, 0.842], [-7.116, 0.078, 1.048], [-7.335, 1.474, 1.112], [-6.899, 2.203, -0.067], [-6.528, 2.792, -0.973], [-6.676, -0.018, -3.389], [-5.007, 0.442, -2.980], [-5.464, -1.287, -3.077], [-3.628, -0.997, -1.661], [-1.511, -1.495, -0.893], [-1.152, -2.104, 2.088], [1.928, -2.908, -2.116], [2.267, -3.641, -0.523], [1.703, -0.319, -0.363], [5.112, -0.421, -0.424], [6.350, 3.487, -0.429], [5.722, 2.458, -1.723], [4.617, 3.154, -0.532], [7.267, 0.576, -1.054], [7.273, -0.014, 0.612], [7.939, 1.575, 0.236], [5.726, 1.015, 2.325], [6.361, 2.627, 1.973], [4.626, 2.313, 1.847], [-3.016, -1.101, 2.568], [-5.344, -0.384, 2.916], [-6.821, 1.915, 1.984], [-8.417, 1.599, 1.228]]
}

{
  "formula": "C19H23N6O2S3Ti",
  "method": "ωB97M-V with the def2-TZVPD basis set",
  "max_force_ha_per_bohr": 0.0219,
  "total_charge": 1,
  "e_homo_ev": -10.93,
  "e_above_lowest_kcal_mol": 13.9,
  "homo_lumo_gap_ha": 0.26595,
  "symbols": ["Ti", "C", "C", "O", "C", "C", "C", "N", "N", "C", "O", "C", "C", "C", "C", "C", "C", "H", "H", "H", "H", "H", "H", "H", "H", "H", "H", "H", "H", "S", "C", "N", "C", "C", "S", "H", "H", "H", "H", "H", "S", "C", "N", "C", "N", "C", "C", "N", "H", "H", "H", "H", "H", "H"],
  "positions_angstrom": [[-0.268, -0.300, 0.759], [-3.558, -2.076, 2.489], [-2.526, -1.005, 2.382], [-1.447, -1.347, 1.696], [-2.649, 0.212, 2.980], [-1.588, 1.160, 3.044], [-1.643, 2.305, 3.999], [-0.534, 0.976, 2.296], [0.571, 1.786, 2.494], [1.596, 1.193, 1.976], [1.424, -0.006, 1.402], [2.941, 1.774, 1.987], [3.142, 3.055, 2.501], [4.413, 3.599, 2.505], [5.484, 2.870, 1.999], [5.283, 1.597, 1.485], [4.011, 1.047, 1.476], [-3.863, -2.399, 1.493], [-3.129, -2.939, 3.001], [-4.432, -1.733, 3.037], [-3.542, 0.414, 3.551], [-2.611, 2.354, 4.488], [-0.860, 2.194, 4.752], [-1.440, 3.238, 3.473], [2.299, 3.611, 2.889], [4.573, 4.593, 2.901], [6.478, 3.299, 2.005], [6.117, 1.033, 1.090], [3.843, 0.058, 1.071], [1.577, 0.478, -1.464], [0.802, 0.475, -2.943], [0.004, 1.420, -3.412], [-0.730, 1.137, -4.639], [0.133, 0.139, -5.400], [0.980, -0.818, -4.103], [-0.246, 2.197, -2.810], [-0.881, 2.052, -5.208], [-1.707, 0.712, -4.392], [0.887, 0.638, -6.006], [-0.457, -0.521, -6.030], [-1.755, 3.422, -1.232], [-1.592, 1.956, -0.666], [-1.471, 0.848, -0.243], [-0.336, -4.481, -2.956], [-1.163, -3.756, -1.986], [-2.480, -4.307, -1.648], [-0.644, -2.831, -1.233], [-0.181, -2.023, -0.544], [-0.843, -4.496, -3.920], [-0.175, -5.504, -2.613], [0.621, -3.982, -3.063], [-3.045, -4.448, -2.566], [-3.013, -3.607, -1.010], [-2.376, -5.263, -1.135]]
}

{
  "formula": "C19H23NO",
  "method": "ωB97M-V with the def2-TZVPD basis set",
  "max_force_ha_per_bohr": 0.0487,
  "total_charge": 0,
  "e_homo_ev": -7.66,
  "e_above_lowest_kcal_mol": 60.8,
  "smiles": "CC(=O)[C@H](c1ccccc1)[C@H](c1ccc(C)cc1)N(C)C",
  "homo_lumo_gap_ha": 0.31080,
  "symbols": ["C", "C", "O", "C", "C", "C", "C", "C", "C", "C", "C", "C", "C", "C", "C", "C", "C", "C", "N", "C", "C", "H", "H", "H", "H", "H", "H", "H", "H", "H", "H", "H", "H", "H", "H", "H", "H", "H", "H", "H", "H", "H", "H", "H"],
  "positions_angstrom": [[-1.823, 0.641, 2.271], [-0.505, 1.113, 1.746], [-0.263, 2.328, 1.663], [0.493, 0.060, 1.203], [1.942, 0.372, 1.797], [2.451, 1.662, 1.703], [3.820, 1.921, 1.874], [4.656, 0.872, 2.281], [4.108, -0.355, 2.634], [2.738, -0.605, 2.417], [0.321, 0.106, -0.349], [-1.172, -0.095, -0.860], [-1.784, -1.359, -0.814], [-3.069, -1.549, -1.321], [-3.812, -0.474, -1.817], [-5.253, -0.692, -2.233], [-3.210, 0.774, -1.845], [-1.900, 0.975, -1.397], [1.212, -0.567, -1.232], [2.578, -0.107, -1.230], [0.866, -1.601, -2.206], [-1.696, 0.184, 3.249], [-2.453, 1.518, 2.383], [-2.296, -0.062, 1.590], [0.241, -0.979, 1.396], [1.814, 2.484, 1.453], [4.221, 2.900, 1.659], [5.757, 1.025, 2.311], [4.756, -1.150, 2.990], [2.328, -1.549, 2.737], [0.610, 1.155, -0.445], [-1.209, -2.227, -0.471], [-3.531, -2.519, -1.249], [-5.693, 0.219, -2.668], [-5.364, -1.483, -2.985], [-5.881, -0.999, -1.380], [-3.787, 1.617, -2.244], [-1.446, 1.968, -1.450], [3.176, -0.678, -1.950], [2.613, 0.952, -1.540], [3.031, -0.175, -0.228], [1.794, -1.850, -2.753], [0.483, -2.525, -1.733], [0.140, -1.248, -2.957]]
}

- Number 2 is which compound?
  C19H23N3O6

What did the third record say?
{
  "formula": "C19H23N6O2S3Ti",
  "method": "ωB97M-V with the def2-TZVPD basis set",
  "max_force_ha_per_bohr": 0.0219,
  "total_charge": 1,
  "e_homo_ev": -10.93,
  "e_above_lowest_kcal_mol": 13.9,
  "homo_lumo_gap_ha": 0.26595,
  "symbols": ["Ti", "C", "C", "O", "C", "C", "C", "N", "N", "C", "O", "C", "C", "C", "C", "C", "C", "H", "H", "H", "H", "H", "H", "H", "H", "H", "H", "H", "H", "S", "C", "N", "C", "C", "S", "H", "H", "H", "H", "H", "S", "C", "N", "C", "N", "C", "C", "N", "H", "H", "H", "H", "H", "H"],
  "positions_angstrom": [[-0.268, -0.300, 0.759], [-3.558, -2.076, 2.489], [-2.526, -1.005, 2.382], [-1.447, -1.347, 1.696], [-2.649, 0.212, 2.980], [-1.588, 1.160, 3.044], [-1.643, 2.305, 3.999], [-0.534, 0.976, 2.296], [0.571, 1.786, 2.494], [1.596, 1.193, 1.976], [1.424, -0.006, 1.402], [2.941, 1.774, 1.987], [3.142, 3.055, 2.501], [4.413, 3.599, 2.505], [5.484, 2.870, 1.999], [5.283, 1.597, 1.485], [4.011, 1.047, 1.476], [-3.863, -2.399, 1.493], [-3.129, -2.939, 3.001], [-4.432, -1.733, 3.037], [-3.542, 0.414, 3.551], [-2.611, 2.354, 4.488], [-0.860, 2.194, 4.752], [-1.440, 3.238, 3.473], [2.299, 3.611, 2.889], [4.573, 4.593, 2.901], [6.478, 3.299, 2.005], [6.117, 1.033, 1.090], [3.843, 0.058, 1.071], [1.577, 0.478, -1.464], [0.802, 0.475, -2.943], [0.004, 1.420, -3.412], [-0.730, 1.137, -4.639], [0.133, 0.139, -5.400], [0.980, -0.818, -4.103], [-0.246, 2.197, -2.810], [-0.881, 2.052, -5.208], [-1.707, 0.712, -4.392], [0.887, 0.638, -6.006], [-0.457, -0.521, -6.030], [-1.755, 3.422, -1.232], [-1.592, 1.956, -0.666], [-1.471, 0.848, -0.243], [-0.336, -4.481, -2.956], [-1.163, -3.756, -1.986], [-2.480, -4.307, -1.648], [-0.644, -2.831, -1.233], [-0.181, -2.023, -0.544], [-0.843, -4.496, -3.920], [-0.175, -5.504, -2.613], [0.621, -3.982, -3.063], [-3.045, -4.448, -2.566], [-3.013, -3.607, -1.010], [-2.376, -5.263, -1.135]]
}